[1]
Density functional theory data (ωB97M-V/def2-TZVPD) for C32H52AsF5NO8P2RuSSi4 as an isolated structure at a distorted geometry.

The calculation puts the HOMO-LUMO gap (alpha / beta) at 7.92 / 6.14 eV. Its spin multiplicity is 6. As for the charge: 0. The highest occupied orbital energy (alpha / beta) comes out at -7.48 / -8.21 eV. As for the expectation value of S²: 8.7994. As for the relative energy (zero: lowest compared OMol25 entry of this formula, charge and spin): 0.000 eV.

Geometry as XYZ:
```
107
Properties=species:S:1:pos:R:3:forces:R:3
Ru 0.651 -0.342 -0.190 1.30 -0.31 0.49
C 4.147 -2.110 2.994 0.07 0.09 0.00
C 3.527 -0.718 2.896 -0.21 0.04 -0.16
O 4.096 0.090 3.943 -0.02 -0.21 0.00
P 1.676 -0.796 3.276 -0.09 0.19 0.29
O 1.425 -2.242 3.890 -0.19 -0.31 -0.20
O 1.557 0.153 4.547 0.12 -0.18 0.15
O 0.606 -0.415 2.314 0.41 0.27 -0.19
P 3.945 0.014 1.207 -0.04 0.04 -0.03
O 4.520 1.470 1.718 0.33 -0.01 -0.20
O 5.035 -0.727 0.547 -0.02 0.01 0.11
O 2.666 0.322 0.472 -0.27 0.27 -0.13
H 4.015 -2.517 3.996 -0.03 0.02 0.00
H 5.208 -2.026 2.764 -0.02 0.01 0.02
H 3.699 -2.779 2.263 -0.01 -0.03 0.02
H 4.352 0.936 3.545 0.00 -0.01 -0.06
H 1.108 -2.879 3.219 0.15 0.26 0.11
H 2.395 0.176 5.046 -0.08 0.10 -0.25
H 5.453 1.508 1.443 -0.36 0.03 0.14
C 1.349 -0.684 -5.112 0.11 0.26 -0.08
Si 1.421 -0.775 -3.237 -0.19 -0.82 -0.34
C 0.229 -2.158 -2.791 0.07 0.04 -0.20
C 3.166 -1.120 -2.694 0.09 0.18 -0.11
N 0.861 0.609 -2.279 0.50 0.62 0.71
C 1.191 1.886 -2.547 -0.16 -0.32 -0.42
C 1.368 2.299 -3.908 0.07 0.02 0.12
C 1.903 3.510 -4.248 0.01 -0.02 -0.13
C 2.330 4.371 -3.235 -0.02 0.03 0.13
C 2.084 4.067 -1.906 0.05 -0.02 -0.01
C 1.419 2.900 -1.550 -0.19 -0.07 0.02
O 0.974 2.640 -0.301 -0.04 -0.07 0.16
C 0.977 3.624 0.701 -0.06 0.09 -0.18
C 0.383 4.865 0.515 0.03 0.02 -0.17
C 0.381 5.781 1.555 0.01 0.05 0.00
C 0.934 5.454 2.786 0.00 -0.01 0.03
C 1.464 4.186 2.977 -0.03 -0.01 0.03
C 1.483 3.271 1.933 0.17 -0.21 -0.01
H 1.542 -1.690 -5.501 -0.03 0.06 0.08
H 2.118 -0.020 -5.519 -0.08 -0.13 -0.04
H 0.372 -0.361 -5.489 0.07 -0.06 0.02
H 0.749 -3.117 -2.840 -0.03 0.09 0.00
H -0.633 -2.209 -3.462 0.09 0.12 0.00
H -0.153 -2.059 -1.778 -0.16 -0.12 0.11
H 3.439 -2.153 -2.933 -0.05 0.11 -0.02
H 3.284 -0.985 -1.620 0.07 -0.06 0.05
H 3.879 -0.452 -3.192 -0.10 -0.05 0.03
H 1.068 1.599 -4.674 0.01 0.12 0.04
H 2.020 3.781 -5.289 0.02 0.00 0.03
H 2.834 5.298 -3.477 0.00 -0.02 0.00
H 2.418 4.745 -1.140 -0.10 0.10 0.15
H -0.100 5.114 -0.420 0.09 -0.02 -0.11
H -0.068 6.756 1.403 0.00 -0.06 0.00
H 0.939 6.179 3.592 -0.02 -0.07 -0.05
H 1.867 3.894 3.940 -0.01 0.04 -0.06
H 1.888 2.281 2.054 0.10 -0.16 0.02
C -2.517 0.063 -3.245 0.18 -0.12 0.07
Si -2.961 1.025 -1.701 -0.18 0.11 -0.24
C -2.470 2.823 -1.927 0.13 0.02 0.04
C -4.833 0.967 -1.599 -0.07 -0.09 0.20
As -1.771 0.174 0.179 -1.57 0.16 0.09
Si -2.715 1.503 1.946 -0.08 0.26 0.21
C -2.194 3.290 1.721 0.22 -0.01 -0.08
C -2.148 0.864 3.605 0.10 -0.15 0.00
C -4.594 1.550 1.879 -0.05 -0.19 -0.13
Si -2.787 -1.941 0.680 -0.11 -0.39 -0.06
C -4.646 -1.983 0.410 -0.07 0.17 0.02
C -2.330 -2.374 2.438 0.04 0.17 0.16
C -2.136 -3.281 -0.452 0.18 0.11 -0.13
H -3.038 0.492 -4.107 0.00 0.00 0.08
H -2.815 -0.987 -3.157 0.03 0.06 -0.02
H -1.444 0.098 -3.441 -0.04 -0.02 -0.01
H -2.693 3.148 -2.949 -0.02 -0.05 0.08
H -1.399 2.967 -1.759 -0.01 0.03 -0.01
H -3.015 3.474 -1.237 0.04 -0.04 -0.05
H -5.233 1.311 -2.560 0.06 -0.02 0.07
H -5.237 1.612 -0.816 0.03 -0.08 -0.11
H -5.202 -0.048 -1.425 0.01 0.16 -0.06
H -1.413 3.564 2.437 -0.02 -0.02 -0.10
H -3.049 3.956 1.880 0.04 -0.10 0.01
H -1.805 3.474 0.718 -0.08 0.04 0.12
H -1.150 0.429 3.527 -0.07 0.06 0.06
H -2.828 0.105 4.000 0.05 0.04 -0.01
H -2.103 1.690 4.323 -0.06 -0.02 -0.08
H -4.926 2.316 1.172 0.01 -0.06 0.08
H -4.976 1.819 2.870 0.09 0.01 -0.07
H -5.051 0.604 1.590 -0.03 0.11 0.10
H -5.168 -1.095 0.764 -0.03 -0.14 -0.03
H -5.062 -2.849 0.938 0.09 0.04 -0.06
H -4.866 -2.102 -0.656 0.01 -0.02 0.10
H -3.074 -2.020 3.157 0.06 -0.01 -0.07
H -1.366 -1.926 2.695 -0.06 -0.07 0.01
H -2.239 -3.458 2.548 -0.07 0.08 -0.06
H -2.328 -3.062 -1.506 0.00 -0.04 0.06
H -2.632 -4.227 -0.205 -0.02 0.10 0.03
H -1.062 -3.424 -0.325 -0.13 0.02 -0.06
F 0.423 -8.221 -0.759 -0.07 -0.25 -0.07
C 0.685 -6.946 -0.505 0.04 0.07 0.05
C 0.194 -6.345 0.635 -0.04 0.04 0.10
F -0.548 -7.048 1.491 -0.10 -0.07 0.06
C 0.476 -5.019 0.884 0.05 0.06 0.11
F -0.033 -4.488 2.009 0.02 0.02 0.06
C 1.253 -4.233 0.040 -0.09 -0.03 -0.14
S 1.640 -2.573 0.437 0.08 0.06 0.05
C 1.754 -4.886 -1.082 0.00 0.08 0.03
F 2.548 -4.237 -1.935 0.09 0.03 -0.09
C 1.469 -6.207 -1.365 0.05 0.04 -0.09
F 1.957 -6.776 -2.467 0.07 -0.07 -0.11
```
Forces are in eV/Å.

[2]
Density functional theory data (ωB97M-V/def2-TZVPD) for a single C3H4N2O2 molecule at a distorted geometry.

The calculation puts the HOMO-LUMO gap at 9.04 eV. Its spin multiplicity is 1. As for the charge: 0. The highest occupied orbital energy comes out at -9.06 eV. As for the relative energy (zero: lowest compared OMol25 entry of this formula, charge and spin): 4.082 eV.

Geometry as XYZ:
```
11
Properties=species:S:1:pos:R:3:forces:R:3
C -1.640 -0.410 0.029 -0.09 -0.02 -0.01
N -0.284 0.136 0.006 -0.01 0.47 -0.03
N 0.725 -0.485 -0.834 0.25 -0.25 0.01
C 1.902 -0.462 -0.179 -0.01 0.07 -0.06
O 2.153 0.018 0.930 -0.16 0.14 -0.29
C 0.037 1.312 0.312 0.15 0.76 0.17
O 0.315 2.418 0.480 -0.26 -1.08 0.06
H -1.974 -0.482 -1.007 -0.02 -0.04 0.13
H -1.626 -1.401 0.487 0.14 0.17 -0.06
H -2.298 0.253 0.598 0.13 -0.09 -0.09
H 2.689 -0.897 -0.820 -0.13 -0.14 0.17
```
Forces are in eV/Å.

[3]
Density functional theory data (ωB97M-V/def2-TZVPD) for C3H8N7 as an isolated structure at a distorted geometry.

The calculation puts the HOMO-LUMO gap at 9.94 eV. Its spin multiplicity is 1. As for the charge: +1. The highest occupied orbital energy comes out at -13.78 eV. As for the relative energy (zero: lowest compared OMol25 entry of this formula, charge and spin): 1.982 eV.

Geometry as XYZ:
```
18
Properties=species:S:1:pos:R:3:forces:R:3
C 2.180 0.370 0.028 0.81 -0.87 -0.01
C 0.608 -1.438 0.036 1.14 -0.72 0.63
C -0.212 1.367 0.211 1.14 -3.66 -1.54
N 3.275 0.735 -0.010 -0.14 0.16 -0.04
N 1.379 -2.452 -0.047 0.89 2.30 0.06
N -1.312 1.403 -0.332 -2.02 0.62 0.73
N -0.825 -1.656 0.261 0.11 0.56 -2.21
N 0.534 2.289 0.686 -0.22 0.00 0.65
N 0.939 -0.070 0.142 -2.77 1.23 -0.13
N -2.099 0.376 -0.893 2.76 -0.32 -2.08
H 2.403 -2.104 -0.047 -1.86 -0.91 -0.26
H -1.093 -2.603 0.036 0.29 -0.52 -1.26
H -0.945 -1.776 1.218 -0.35 0.86 2.72
H 0.278 3.217 0.726 -1.01 2.22 0.01
H 1.454 2.091 0.874 2.54 -0.34 0.70
H -1.543 -0.738 -0.386 0.09 -0.11 0.00
H -3.056 0.352 -0.549 -0.13 0.86 -0.31
H -1.965 0.635 -1.954 -1.28 -1.37 2.35
```
Forces are in eV/Å.

[4]
Density functional theory data (ωB97M-V/def2-TZVPD) for a single C6H12Si molecule at a distorted geometry.

The calculation puts the HOMO-LUMO gap at 10.27 eV. Its spin multiplicity is 1. As for the charge: 0. The highest occupied orbital energy comes out at -9.42 eV. As for the relative energy (zero: lowest compared OMol25 entry of this formula, charge and spin): 4.017 eV.

Geometry as XYZ:
```
19
Properties=species:S:1:pos:R:3:forces:R:3
C -2.180 0.046 0.547 -0.15 -0.33 0.20
C -1.078 -0.169 0.167 6.63 -0.14 -1.11
C -3.506 0.359 0.925 -2.15 -1.44 0.10
C 1.044 -1.139 -1.312 0.78 0.09 -0.08
C 1.500 -0.661 1.127 0.40 0.12 0.06
C 0.787 -0.201 -0.147 -3.16 -1.12 1.48
Si 1.313 1.554 -0.570 -0.34 0.49 -0.08
H -4.058 -0.540 1.408 0.82 1.27 -1.11
H -4.006 0.662 -0.046 -0.08 0.10 1.62
H -3.445 1.067 1.741 -0.51 0.75 -0.26
H 0.565 -0.682 -2.158 -0.42 -0.47 -0.72
H 0.862 -2.228 -1.200 -0.59 0.82 0.24
H 2.118 -1.111 -1.533 0.08 0.20 0.04
H 1.081 -0.128 1.984 0.65 0.44 -0.04
H 1.269 -1.695 1.397 0.33 -0.20 -0.46
H 2.641 -0.508 0.966 -1.88 -0.28 0.59
H 0.496 1.771 -1.772 -0.12 0.60 -0.07
H 2.731 1.629 -1.023 -0.09 -0.28 0.19
H 1.190 2.571 0.555 -0.19 -0.60 -0.57
```
Forces are in eV/Å.